[1]
The following is a quantum chemistry calculation of a cluster of 2 separate species, CH4IN2 in total in a non-equilibrium geometry, from the Open Molecules 2025 dataset.

## Properties
**E_HOMO**: -14.572 eV
**Kohn-Sham gap**: 8.031 eV
**Net charge**: +1
**Electronic energy**: -447.30523 a.u.
**Energy relative to the best compared isomer or geometry (same formula, charge and spin)**: 4.1302 eV

Positions of all 8 atoms, in Å:
C (0.12003, -0.26636, 0.30078)
N (0.63718, -0.28591, -0.87840)
N (-0.76753, 0.53644, 0.80740)
I (0.23462, 1.09542, -2.47749)
H (0.74598, -1.59185, 1.49984)
H (1.35238, -0.93476, -1.30332)
H (-0.89675, 0.52744, 1.79773)
H (-1.42593, 0.91958, 0.25345)


[2]
The following is a quantum chemistry calculation of a cluster of 2 separate species, CH4IN2 in total in a non-equilibrium geometry, from the Open Molecules 2025 dataset.

## Properties
**E_HOMO**: -14.734 eV
**Kohn-Sham gap**: 7.811 eV
**Net charge**: +1
**Electronic energy**: -447.28827 a.u.
**Energy relative to the best compared isomer or geometry (same formula, charge and spin)**: 4.5917 eV

Positions of all 8 atoms, in Å:
C (0.27843, -0.06577, -0.01952)
N (1.49996, -0.06386, -0.44335)
N (-0.65125, 0.84376, -0.03065)
I (2.61621, 1.77581, -0.94034)
H (-0.44610, -1.57395, 0.97711)
H (1.94457, -0.92837, -0.15236)
H (-1.59043, 0.90045, 0.50914)
H (-0.34928, 1.67142, -0.39124)


LUMO values (in hartree) by entry order: -0.240; -0.254.